Entry 1:
Molecular formula: C4H12O
Method: DFT, ωB97M-V/def2-TZVPD

The geometry in XYZ format:
```
17
Properties=species:S:1:pos:R:3:forces:R:3:nbo_charge:R:1
C 0.10092 1.83768 -0.14210 -0.49 -0.32 -0.34 -0.634
C 0.05654 1.67959 -1.66488 0.13 -0.36 0.91 -0.061
O 0.68010 0.44732 -2.02208 0.25 -0.10 -0.26 -0.729
H 1.13808 1.96867 0.16674 -0.19 0.08 0.38 0.202
H -0.32813 0.91665 0.25466 0.49 -0.11 0.08 0.213
H -0.58551 2.59382 0.25785 0.50 0.36 -0.30 0.210
H -0.98554 1.55909 -1.93963 -0.10 0.34 -0.47 0.172
H 0.55886 2.50386 -2.16771 -0.34 0.19 -0.18 0.161
H 1.60691 0.59824 -2.24091 -0.21 0.02 0.11 0.466
C 0.14910 -2.22823 2.15116 -0.20 -0.69 0.77 -0.606
C -1.03827 -1.62140 1.40976 0.94 0.23 -0.34 -0.605
H 0.02616 -2.11422 3.23446 0.02 0.10 -0.11 0.199
H 0.22169 -3.29721 1.98693 -0.07 -0.32 -0.08 0.199
H 1.13982 -1.84013 1.91726 -0.22 0.37 -0.34 0.205
H -2.00252 -1.87760 1.83308 -0.03 -0.01 0.29 0.204
H -0.87500 -0.54506 1.44094 -0.56 0.04 -0.13 0.198
H -1.05627 -1.94642 0.36670 0.07 0.18 0.01 0.207
```
Positions in Å, forces in eV/Å.

## Properties
- HOMO-LUMO gap (Ha) = 0.413
- E_LUMO (eV) = 0.97
- F_max (eV/A) = 1.05
- total energy (eV) = -6389.4965
- SMILES string = CCO.CC

Entry 2:
Molecular formula: C4H11N3
Method: DFT, ωB97M-V/def2-TZVPD

The geometry in XYZ format:
```
18
Properties=species:S:1:pos:R:3:forces:R:3:nbo_charge:R:1
N 0.56156 -0.14384 2.53348 0.69 -2.28 -1.18 -0.829
C 0.63696 1.06622 1.86225 -1.07 -1.22 -3.00 0.326
N 1.28801 1.28348 0.76084 -1.67 0.80 -1.77 -0.565
C 1.29582 0.35638 -0.48588 0.75 -2.75 1.44 -0.232
C 0.14836 0.37424 -1.66974 -0.77 1.57 0.74 -0.421
C -1.28824 0.19078 -0.95752 3.10 -3.15 1.28 -0.255
N -1.38839 -1.22801 -0.27070 -0.14 4.39 0.62 -0.877
H 1.17211 -0.78219 1.98834 -0.07 0.38 0.82 0.363
H -0.31217 -0.71142 2.57981 0.27 1.50 0.29 0.404
H -0.19296 1.73274 2.12128 0.97 0.84 0.86 0.164
H 2.27269 0.15912 -1.02397 -0.71 1.23 0.98 0.214
H 1.18849 -0.67617 0.02877 -0.21 0.98 -1.26 0.139
H 0.41450 -0.47359 -2.40922 -0.45 1.23 1.36 0.217
H -0.00432 1.37837 -2.34310 0.97 -2.20 1.87 0.220
H -1.96100 0.10481 -1.78644 -1.19 1.26 0.26 0.213
H -1.22846 0.83351 -0.02662 -1.18 0.22 -1.95 0.224
H -0.52940 -1.64077 -0.31716 2.54 -1.53 -0.16 0.341
H -2.07356 -1.82367 -0.58443 -1.83 -1.25 -1.20 0.355
```
Positions in Å, forces in eV/Å.

## Properties
- HOMO-LUMO gap (Ha) = 0.344
- E_LUMO (eV) = 0.98
- F_max (eV/A) = 4.60
- total energy (eV) = -8792.7655
- SMILES string = N/C=N\CCCN

Entry 3:
Molecular formula: C7H11N
Method: DFT, ωB97M-V/def2-TZVPD

The geometry in XYZ format:
```
19
Properties=species:S:1:pos:R:3:forces:R:3:nbo_charge:R:1
C 2.20374 -0.55756 -1.71419 0.40 0.78 1.25 -0.485
C 1.60406 0.14687 -0.79075 -0.19 -0.71 -0.88 0.070
C 1.05340 0.90472 0.11324 0.25 -1.40 1.04 0.025
C 1.37238 2.35257 0.06113 1.08 1.01 0.87 -0.620
N 0.43383 0.33685 1.29390 1.97 2.79 -0.41 -0.399
C -0.45551 -0.51424 1.29073 -1.10 -1.99 -0.57 0.161
C -1.14066 -1.15339 0.14580 -2.47 -0.64 -0.49 -0.479
C -2.73168 -1.06467 0.41848 1.83 -2.47 0.17 -0.602
H 3.16763 -0.96186 -1.48626 0.54 -0.29 0.08 0.210
H 1.92601 -0.57690 -2.72915 -0.81 -0.34 -0.99 0.214
H 0.41016 2.87141 0.17303 0.39 0.37 -0.40 0.220
H 1.88762 2.50392 -0.95038 -0.82 0.38 1.65 0.233
H 2.03382 2.71168 0.96803 -1.11 -0.79 -1.84 0.224
H -0.78157 -0.89747 2.23711 -0.15 -0.05 0.87 0.161
H -0.93611 -0.62367 -0.74086 0.49 0.60 -1.19 0.216
H -0.86786 -2.22040 -0.03963 -0.04 0.77 0.45 0.227
H -2.77547 -1.63547 1.35450 -0.72 -0.32 -0.22 0.197
H -3.42025 -1.52043 -0.35532 1.02 0.73 0.85 0.221
H -2.98354 -0.10197 0.75058 -0.56 1.58 -0.25 0.206
```
Positions in Å, forces in eV/Å.

## Properties
- HOMO-LUMO gap (Ha) = 0.356
- E_LUMO (eV) = 1.04
- F_max (eV/A) = 3.44
- total energy (eV) = -8924.4177
- SMILES string = C=C=C(C)/N=C\CC

Entry 4:
Molecular formula: C4H6N4S2
Method: DFT, ωB97M-V/def2-TZVPD

The geometry in XYZ format:
```
16
Properties=species:S:1:pos:R:3:forces:R:3:nbo_charge:R:1
S 0.48797 1.30772 -1.45768 0.32 0.77 -0.84 -0.287
N -0.66138 0.92563 -0.28738 -1.51 -0.03 0.58 -0.207
C -2.03063 0.71951 -0.34813 2.92 -0.25 0.65 -0.020
C -2.44312 0.38396 0.94916 -1.46 0.06 0.07 -0.318
C -1.34102 0.50760 1.78315 -1.57 -0.40 -0.64 -0.040
N -0.30065 0.83138 0.98183 -2.59 -0.71 2.20 -0.298
H -2.38011 0.79109 -1.35346 -0.81 -0.13 -0.10 0.249
H -3.46903 0.09809 1.28024 1.15 0.42 -0.46 0.246
H -1.40216 0.34613 2.87661 0.92 0.28 -1.01 0.248
H 0.56058 0.92019 1.42636 2.58 0.37 -0.56 0.445
N 2.02371 -1.38551 -2.12079 1.72 0.77 2.16 -0.660
N 2.18211 -1.56362 -0.71718 0.43 2.00 -0.93 -0.285
C 2.54945 -0.86783 0.20840 -1.31 -1.82 -2.01 0.186
S 2.81049 -0.31048 1.63732 0.57 0.85 1.24 -0.054
H 1.67410 -2.26132 -2.37555 -1.01 -0.65 -1.38 0.380
H 1.73969 -0.44254 -2.48288 -0.34 -1.54 1.03 0.415
```
Positions in Å, forces in eV/Å.

## Properties
- HOMO-LUMO gap (Ha) = 0.295
- E_LUMO (eV) = 0.33
- F_max (eV/A) = 3.47
- total energy (eV) = -31872.4663
- SMILES string = [S-][n+]1ccc[nH]1.NN=C=S

Entry 5:
Molecular formula: C34H37N3P
Method: DFT, ωB97M-V/def2-TZVPD

The geometry in XYZ format:
```
75
Properties=species:S:1:pos:R:3:forces:R:3:mulliken_charge:R:1
C 5.83976 -1.29954 4.28049 -0.10 0.04 0.06 -1.509
C 4.72044 -1.25298 3.26410 -0.54 0.18 -0.40 0.656
C 4.24071 -2.43631 2.68863 0.28 0.47 0.26 -0.868
C 3.21516 -2.45384 1.74672 -0.33 0.54 0.06 0.884
C 2.80698 -3.77026 1.17752 0.23 -0.43 -0.32 -1.284
C 2.61413 -1.22401 1.37451 0.71 0.24 0.20 -0.432
N 1.61701 -1.14057 0.32314 -1.41 1.07 -1.05 1.019
P -0.12248 -0.75154 0.37015 1.81 -4.73 -0.17 -0.212
H -0.51428 0.95448 0.19194 -0.15 1.69 -0.27 -0.162
N -0.24494 -1.78600 -1.06929 0.69 1.60 0.39 1.150
C -1.32449 -2.62753 -1.58754 -0.30 0.20 -0.54 -0.449
C -2.35233 -1.98497 -2.28684 0.24 -0.83 0.09 1.542
C -2.29838 -0.51456 -2.44843 -0.27 0.14 -0.12 -1.035
C -3.35775 -2.75170 -2.87365 -0.19 -0.36 -0.02 -1.174
C -3.34433 -4.15118 -2.82959 0.43 -0.07 0.32 0.510
C -4.44976 -4.96768 -3.48044 0.09 0.22 0.01 -1.415
C -2.26034 -4.77531 -2.17974 -0.58 0.40 -0.37 -1.256
C -1.24375 -4.04027 -1.56503 -0.16 0.58 0.08 0.911
C -0.09858 -4.75938 -0.92852 -0.04 -0.33 -0.22 -1.259
C 0.95653 -1.68063 -1.80955 0.20 -0.26 1.89 -0.751
C 2.00427 -1.32596 -1.02139 -1.82 -0.77 0.46 -0.703
C 3.11236 -0.02193 1.88364 0.50 -0.51 0.29 1.403
C 2.59766 1.26170 1.34858 0.12 0.33 0.02 -0.942
C 4.13827 -0.04207 2.83606 0.27 -0.49 0.29 -1.237
H 6.09396 -0.28806 4.60820 0.04 -0.17 0.00 0.358
H 5.56320 -1.88989 5.16990 -0.01 0.22 -0.35 0.337
H 6.74046 -1.76563 3.85997 -0.21 0.14 0.03 0.344
H 4.71957 -3.37165 2.99248 -0.27 0.16 -0.21 0.447
H 2.20638 -3.63730 0.28646 -0.15 -0.14 -0.10 -0.231
H 3.68914 -4.37502 0.90892 -0.26 0.31 0.05 0.432
H 2.25303 -4.36694 1.90030 -0.18 0.05 0.06 0.380
H -3.23339 -0.18760 -2.87338 -0.24 0.39 -0.13 0.420
H -2.15905 -0.01710 -1.49782 -0.01 0.19 0.09 -0.326
H -1.48914 -0.19950 -3.10544 0.11 -0.02 -0.07 0.349
H -4.18446 -2.26639 -3.39732 0.28 0.03 0.12 0.407
H -4.27014 -6.04495 -3.38255 0.00 0.29 -0.01 0.352
H -5.42740 -4.74200 -3.02688 0.33 -0.05 -0.11 0.330
H -4.52379 -4.72520 -4.55187 0.02 -0.09 0.32 0.335
H -2.22457 -5.86879 -2.17956 0.12 0.38 0.11 0.290
H -0.25606 -5.83694 -0.99601 0.01 0.08 0.05 0.412
H 0.83726 -4.54238 -1.44215 0.11 0.09 0.08 0.278
H -0.00551 -4.49964 0.11594 0.15 0.13 0.32 0.284
H 0.98743 -1.97050 -2.82510 -0.04 -0.25 -0.80 0.502
H 3.01715 -1.27775 -1.29854 1.05 0.06 -0.19 0.518
H 3.01889 2.07324 1.92948 -0.07 0.31 -0.03 0.415
H 2.85813 1.40891 0.29658 0.02 -0.06 0.04 0.348
H 1.51988 1.31069 1.42974 -0.17 0.14 -0.03 -0.315
H 4.52104 0.89763 3.25524 -0.22 -0.33 -0.28 0.289
C -0.86155 5.86503 -0.98807 0.18 1.52 -0.64 -1.217
N -1.01755 4.55892 -0.33588 1.43 1.48 -0.29 0.087
C -1.96703 3.74007 -0.84694 -1.01 -0.05 -0.70 0.577
C -2.79526 4.21972 -1.90385 0.43 -0.19 0.78 -0.812
C -3.89036 3.50841 -2.29370 -0.42 -0.83 0.54 -0.897
C -4.24247 2.32796 -1.59895 -0.14 -0.81 0.65 -0.629
C -3.44127 1.84578 -0.53750 -0.04 1.08 -1.74 -0.648
C -2.20449 2.49658 -0.25503 -1.12 -0.65 0.18 0.858
C -1.25349 1.96899 0.72122 -0.25 -1.04 0.50 -0.284
C -0.45552 2.99400 1.40360 -0.27 -0.18 0.25 0.756
C -0.29005 4.24811 0.79869 0.64 0.78 0.47 0.669
C 0.56780 5.22600 1.41465 -0.73 -0.44 -0.40 -0.910
C 1.14839 4.97258 2.63329 -0.73 -0.88 -0.03 -0.927
C 0.84779 3.75642 3.30007 0.31 -0.09 0.69 -0.662
C 0.03198 2.79339 2.71164 1.09 1.52 -0.24 -0.297
H 0.01794 6.46007 -0.61500 -1.07 -1.02 -0.50 0.298
H -0.71030 5.71389 -2.09116 -0.02 0.16 1.08 0.405
H -1.77358 6.55043 -0.86706 1.13 -1.15 0.03 0.394
H -2.59944 5.18846 -2.32279 -0.10 -0.05 -0.22 0.404
H -4.53991 3.90560 -3.06343 0.06 -0.14 -0.06 0.433
H -5.16194 1.76628 -1.89504 0.86 0.64 0.43 0.404
H -3.76200 0.97053 0.01647 0.21 -0.02 -0.05 0.397
H -1.68376 1.21131 1.41229 -0.04 0.63 -0.17 0.898
H 0.69061 6.20087 0.94931 0.12 -0.38 0.33 0.163
H 1.74253 5.74237 3.10417 0.13 -0.11 0.05 0.437
H 1.28844 3.58967 4.31203 -0.57 0.07 -0.95 0.366
H -0.18941 1.90336 3.25487 -0.15 -0.62 0.15 0.396
```
Positions in Å, forces in eV/Å.

## Properties
- HOMO-LUMO gap (Ha) = 0.204
- E_LUMO (eV) = -4.46
- F_max (eV/A) = 5.07
- total charge = +1
- total energy (eV) = -49610.4592

Entry 6:
Molecular formula: C3H5ClO
Method: DFT, ωB97M-V/def2-TZVPD

The geometry in XYZ format:
```
10
Properties=species:S:1:pos:R:3:forces:R:3:nbo_charge:R:1
C 1.08297 0.72134 0.14574 -0.54 0.27 0.52 -0.343
C -0.20880 0.52748 0.01912 -1.77 2.38 0.18 -0.272
C -0.75790 -0.70251 -0.53040 1.51 -4.39 -2.98 0.074
O -1.12011 -1.84423 0.28840 -0.74 2.23 0.64 -0.701
Cl -2.15840 -0.29176 -1.56971 -0.23 0.08 -0.12 -0.077
H 1.37253 1.69628 0.52247 0.73 -0.35 -0.17 0.218
H 1.68966 -0.13860 -0.06919 0.87 0.21 0.09 0.207
H -0.95124 1.41113 0.09157 1.23 -1.60 0.33 0.221
H 0.10425 -1.22510 -1.37430 -2.57 1.52 2.76 0.198
H -1.87629 -1.57720 0.90623 1.50 -0.36 -1.24 0.474
```
Positions in Å, forces in eV/Å.

## Properties
- HOMO-LUMO gap (Ha) = 0.410
- E_LUMO (eV) = 0.76
- F_max (eV/A) = 5.52
- total energy (eV) = -17760.1590
- SMILES string = C=C[C@@H](O)Cl